[1]
Formula: C5H6O
Source: OMol25
Level of theory: the ωB97M-V functional and the def2-TZVPD basis

The geometry in XYZ format:
```
12
C5H6O | OMol25 | the ωB97M-V functional and the def2-TZVPD basis
C 0.740 0.111 -1.123
C -0.755 -0.035 -1.261
C -1.282 -0.301 -0.112
C -0.327 -0.401 1.041
C 1.006 -0.197 0.357
H 1.108 1.159 -1.257
H 1.277 -0.486 -1.789
H -1.277 0.165 -2.144
H -2.323 -0.863 -0.031
H -0.354 -1.077 1.979
H 1.952 -0.668 0.585
O 0.416 0.838 1.156
```

Results
SMILES	C1=C[C@@H]2O[C@@H]2C1
DFT total energy	-269.26461	hartree
2S+1	1
HOMO energy	-9.4870	eV
frontier orbital gap	10.6	eV



[2]
Formula: C34H33F5LiN7O3
Source: OMol25
Level of theory: the ωB97M-V functional and the def2-TZVPD basis

The geometry in XYZ format:
```
83
C34H33F5LiN7O3 | OMol25 | the ωB97M-V functional and the def2-TZVPD basis
Li 0.395 2.042 -0.202
C -6.249 0.075 -0.792
C -4.755 0.120 -0.640
C -3.971 -0.984 -0.686
C -2.555 -0.907 -0.516
C -1.858 -2.099 -0.387
N -0.573 -2.242 -0.135
C -0.022 -3.544 0.228
C 1.498 -3.580 0.250
C 2.177 -3.650 -1.119
N 2.006 -2.454 -1.935
C 2.284 -1.207 -1.600
C 2.986 -0.693 -0.518
C 3.889 -1.415 0.327
C 4.432 -0.864 1.439
C 5.416 -1.586 2.313
C 4.000 0.449 1.801
C 3.146 1.194 1.053
C 2.653 2.465 1.595
N 1.517 2.923 1.287
C 1.081 4.172 1.880
C 0.479 5.071 0.804
C -0.957 4.709 0.452
N -1.123 3.327 -0.016
C -2.279 2.832 0.171
C -2.757 1.510 -0.240
C -4.105 1.356 -0.362
C -1.882 0.359 -0.365
O -0.625 0.422 -0.342
C 2.677 0.704 -0.244
O 2.020 1.413 -1.034
H -6.595 -0.946 -0.951
H -6.582 0.680 -1.638
H -6.745 0.462 0.101
H -4.418 -1.965 -0.826
H -2.425 -3.024 -0.469
H -0.068 -1.366 0.027
H -0.410 -4.285 -0.478
H -0.387 -3.817 1.221
H 1.796 -4.474 0.800
H 1.870 -2.734 0.829
H 1.747 -4.474 -1.691
H 3.236 -3.880 -1.002
H 1.441 -2.526 -2.775
H 1.832 -0.468 -2.255
H 4.182 -2.421 0.054
H 5.607 -2.593 1.941
H 5.045 -1.668 3.337
H 6.370 -1.057 2.356
H 4.343 0.858 2.747
H 3.291 2.970 2.330
H 1.906 4.670 2.403
H 0.310 3.938 2.617
H 1.108 5.042 -0.090
H 0.481 6.103 1.162
H -1.297 5.372 -0.350
H -1.601 4.887 1.321
H -3.029 3.429 0.705
H -4.730 2.232 -0.207
F 1.890 2.072 5.772
C 0.944 1.743 4.865
C 1.162 0.726 3.947
F 2.347 0.080 3.951
C 0.193 0.381 3.034
F 0.471 -0.611 2.155
C -1.074 1.032 2.937
O -1.955 0.681 2.106
C -1.209 2.108 3.857
F -2.327 2.868 3.791
C -0.258 2.428 4.805
F -0.468 3.458 5.645
N -1.684 -3.423 -6.737
C -1.410 -2.619 -5.658
C -0.094 -2.421 -5.208
N 0.175 -1.686 -4.144
C -0.862 -1.133 -3.504
C -2.155 -1.332 -3.951
N -2.437 -2.072 -5.020
H -0.959 -3.553 -7.421
H -2.615 -3.323 -7.110
H 0.743 -2.868 -5.734
H -0.652 -0.517 -2.638
H -2.991 -0.883 -3.428
```

Results
DFT total energy	-2431.33881	hartree
2S+1	1
HOMO energy	-6.3681	eV
frontier orbital gap	6.0	eV



[3]
Formula: C6H8N2O
Source: OMol25
Level of theory: the ωB97M-V functional and the def2-TZVPD basis

The geometry in XYZ format:
```
17
C6H8N2O | OMol25 | the ωB97M-V functional and the def2-TZVPD basis
C -0.233 1.394 -0.193
C 0.742 0.787 0.536
C -1.210 0.489 -0.757
C 0.421 -0.679 0.445
C -2.152 0.739 -1.620
C 1.165 -1.666 0.887
N -0.764 -0.760 -0.242
N 1.877 1.312 1.176
O -1.129 -1.946 -0.825
H -0.215 2.526 -0.225
H -2.688 -0.067 -2.079
H -2.448 1.623 -2.214
H 0.820 -2.664 0.783
H 2.177 -1.707 1.308
H 1.903 2.303 1.453
H 2.087 0.874 2.051
H -0.355 -2.557 -0.484
```

Results
SMILES	C=c1cc(N)c(=C)n1O
DFT total energy	-418.04631	hartree
2S+1	1
HOMO energy	-7.6349	eV
frontier orbital gap	8.3	eV



[4]
Formula: C24H30F3N2O2S5ScSi
Source: OMol25
Level of theory: the ωB97M-V functional and the def2-TZVPD basis

The geometry in XYZ format:
```
68
C24H30F3N2O2S5ScSi | OMol25 | the ωB97M-V functional and the def2-TZVPD basis
Sc 0.867 0.454 -0.595
C 0.146 -2.982 1.138
C -0.570 -2.298 0.181
C 0.313 -1.938 -0.910
C 1.603 -2.511 -0.561
C 1.494 -3.113 0.678
C 2.628 -3.787 1.398
C 2.862 -2.485 -1.382
C -0.257 -2.057 -2.323
C -2.054 -2.067 0.177
C -0.399 -3.533 2.424
H 2.983 -4.661 0.838
H 2.327 -4.132 2.390
H 3.481 -3.111 1.515
H 3.319 -3.480 -1.426
H 3.600 -1.805 -0.945
H 2.672 -2.154 -2.402
H -0.767 -3.026 -2.427
H 0.526 -2.016 -3.073
H -0.983 -1.275 -2.561
H -2.592 -2.967 -0.147
H -2.319 -1.256 -0.500
H -2.422 -1.801 1.174
H -0.651 -4.596 2.324
H -1.309 -3.004 2.716
H 0.314 -3.445 3.249
C 1.712 -0.757 3.083
C 0.427 -0.021 2.825
C -0.405 0.353 3.866
C -1.556 1.083 3.565
C -1.865 1.379 2.262
C -1.002 0.936 1.227
N 0.140 0.265 1.554
N -1.180 1.101 -0.093
Si -2.499 1.937 -0.812
C -2.410 1.584 -2.667
C -2.524 3.802 -0.469
C -4.208 1.309 -0.227
H 1.554 -1.551 3.815
H 2.468 -0.075 3.480
H 2.080 -1.189 2.156
H -0.154 0.095 4.886
H -2.207 1.426 4.362
H -2.748 1.947 2.007
H -1.394 1.301 -2.951
H -2.681 2.471 -3.246
H -3.082 0.773 -2.960
H -1.701 4.291 -0.990
H -2.398 4.000 0.599
H -3.464 4.262 -0.792
H -4.166 0.258 0.074
H -4.937 1.397 -1.037
H -4.586 1.883 0.623
S -0.275 3.841 -7.280
C 0.195 3.216 -5.816
S 0.073 4.070 -4.322
C 0.755 2.841 -3.262
C 1.118 1.692 -3.878
S 1.826 0.328 -3.086
S 0.844 1.633 -5.610
S 0.912 3.133 -1.578
F 1.788 2.883 1.235
C 3.037 2.550 1.598
F 3.075 2.618 2.945
F 3.850 3.518 1.146
C 3.489 1.124 1.078
O 4.522 0.715 1.570
O 2.767 0.622 0.166
```

Results
total charge	-2
DFT total energy	-4533.63615	hartree
2S+1	1
HOMO energy	-1.3633	eV
frontier orbital gap	5.7	eV